Here is 11 unconnected molecules or ions with the total composition C5H32N2O11 at a distorted geometry from the Open Molecules 2025 dataset. Energies are from the ωB97M-V functional and the def2-TZVPD basis.

Geometry as ORCA input:
```
! RIJCOSX wB97M-V def2-TZVPD def2/J DEFGRID3
* xyz -1 2
O -0.1655 -0.4594 1.1929
C 0.1784 0.5025 0.5534
N 1.1007 1.4148 1.0638
C 2.0866 2.0367 0.1618
C 1.8513 0.9111 2.2263
C -0.6457 0.8170 -0.7161
C -2.0799 1.1523 -0.3016
N -0.5853 -0.4103 -1.5329
H 1.6431 2.6812 -0.6057
H 2.7458 2.7332 0.7058
H 2.7525 1.3359 -0.3267
H 1.0925 1.0137 3.0702
H 2.6608 1.5315 2.5218
H 2.2982 -0.0916 2.0386
H -0.2010 1.6379 -1.2441
H -2.1547 1.8304 0.5578
H -2.6887 1.7285 -0.9829
H -2.6397 0.2670 -0.0269
H -1.0947 -0.4920 -2.4042
H -1.0504 -1.2210 -1.1052
H 1.6268 1.5878 -3.8555
H 0.7045 2.4142 -3.0861
O 0.8698 2.2023 -4.0217
H 0.6284 -1.7890 -2.3083
H 1.4419 -2.6035 -1.3936
O 1.3483 -2.4307 -2.3458
H -2.2034 3.3934 -2.7760
H -1.0029 2.5378 -3.2638
O -1.5163 2.7989 -2.4731
H 1.1907 -3.8119 1.2002
H 1.4003 -2.2924 1.2486
O 1.3097 -3.0268 0.6364
H -2.5464 0.7652 -3.7706
H -2.3523 -0.5527 -3.3132
O -2.5501 -0.1377 -4.1518
H 0.7430 -1.2008 2.9532
H 0.9789 -2.0882 4.1535
O 1.3169 -1.9384 3.2635
H 3.1067 0.2993 -3.3074
H 2.0772 -0.7020 -3.3361
O 2.6121 -0.1791 -3.9923
H -1.0344 1.1972 4.0242
H -0.7784 0.3570 5.2254
O -0.4673 0.4734 4.3059
H 0.5691 -3.6860 2.9159
H -0.7419 -3.9184 3.3758
O -0.0018 -4.4732 3.1163
H -4.6648 -0.3104 2.1268
H -3.1480 -0.7711 1.8418
O -4.0203 -1.0334 2.1613
*
```

Output
HOMO energy (alpha / beta)   0.1 / -7.4 eV
Relative energy (zero: lowest compared OMol25 entry of this formula, charge and spin)   0.0000 eV
Strongest force on any atom   2.58 eV/Å
⟨S²⟩   0.750
Kohn-Sham gap (alpha / beta)   2.09 / 9.55 eV
LUMO energy (alpha / beta)   2.177 / 2.130 eV
E   -31205.9241 eV

=====

Here is 11 unconnected molecules or ions with the total composition C5H32N2O11 at a distorted geometry from the Open Molecules 2025 dataset. Energies are from the ωB97M-V functional and the def2-TZVPD basis.

Geometry as ORCA input:
```
! RIJCOSX wB97M-V def2-TZVPD def2/J DEFGRID3
* xyz 0 1
O -0.9559 1.3649 1.3298
C -0.7079 0.2735 0.8289
N -1.1323 -0.8668 1.4424
C -0.4987 -2.1482 1.1240
C -2.3560 -0.8260 2.2258
C -0.0195 0.2394 -0.5355
C 1.4145 0.7736 -0.5016
N -0.9406 0.9756 -1.3993
H -0.7266 -2.4891 0.1101
H 0.5764 -2.0638 1.2772
H -0.8446 -2.8962 1.8321
H -2.6981 -1.8619 2.2674
H -3.1890 -0.2849 1.7697
H -2.2138 -0.4373 3.2301
H 0.0347 -0.8116 -0.8113
H 1.6141 1.2633 -1.4513
H 1.5109 1.5819 0.2325
H 2.0969 -0.0336 -0.2379
H -0.5893 0.9488 -2.3462
H -1.1309 1.9104 -1.0678
H -0.1311 -2.4136 -2.8109
H -0.0243 -3.9236 -2.3393
O 0.0325 -3.0004 -2.0518
H -2.5023 -0.1358 -1.5130
H -2.5816 -1.4516 -0.6826
O -2.9892 -0.9868 -1.4218
H 3.1881 -2.2085 -3.1785
H 1.8059 -2.8282 -2.6907
O 2.5900 -2.9624 -3.2502
H -3.1295 2.1941 0.1714
H -2.2052 3.1225 0.8981
O -2.8471 3.1141 0.1782
H 0.1751 -0.6793 -4.1875
H 1.3969 -1.0035 -5.0284
O 0.9080 -0.2587 -4.6557
H 0.3993 1.0634 3.2146
H 0.7020 1.4220 4.7898
O 0.1534 1.5524 4.0097
H -2.0622 -0.9203 -4.1278
H -2.1468 -1.6313 -2.8587
O -1.5918 -1.6397 -3.6817
H 2.2104 -1.0776 3.2597
H 2.7383 0.1627 2.4953
O 1.9148 -0.2661 2.8334
H 1.0963 2.9979 2.8292
H 2.0983 4.1082 3.0856
O 1.9584 3.3323 2.5250
H 3.5702 1.6693 1.0559
H 3.4970 2.0322 2.5171
O 3.8800 1.3685 1.9178
*
```

Output
HOMO energy   -9.6 eV
Relative energy (zero: lowest compared OMol25 entry of this formula, charge and spin)   1.7403 eV
Strongest force on any atom   1.63 eV/Å
Structure (SMILES)   C[C@H](N)C(=O)N(C)C.O.O.O.O.O.O.O.O.O.O
Kohn-Sham gap   9.81 eV
LUMO energy   0.246 eV
E   -31208.2347 eV

=====

Here is 12 unconnected molecules or ions with the total composition C5H32NO13 at a distorted geometry from the Open Molecules 2025 dataset. Energies are from the ωB97M-V functional and the def2-TZVPD basis.

Geometry as ORCA input:
```
! RIJCOSX wB97M-V def2-TZVPD def2/J DEFGRID3
* xyz 0 2
O 2.6104 0.6653 3.0702
C 1.4348 0.6491 2.7394
N 0.7897 1.7723 2.2178
C -0.6403 1.6524 1.5379
C -0.8600 2.5297 0.2906
C -1.9287 1.9969 -0.8339
O -1.7735 0.6098 -1.0518
C -1.6062 1.9090 2.6515
H 0.8750 -0.3613 2.9234
H 1.2801 2.5060 1.9050
H -0.7655 0.5744 1.2616
H 0.1740 2.6849 -0.1255
H -1.2294 3.4832 0.6939
H -2.9907 2.2692 -0.8377
H -1.5493 2.3800 -1.8614
H -2.4457 2.5514 2.2991
H -2.1593 1.0526 3.1952
H -1.1875 2.4108 3.4666
H -2.4456 0.6817 -4.3280
H -1.5543 1.4146 -3.3522
O -2.2984 1.5813 -4.0085
H 0.9878 -1.5003 0.4994
H 0.3686 -2.6640 1.4499
O 1.1268 -2.2802 0.9762
H 3.6472 0.0422 -0.5836
H 2.2865 -0.6354 -0.4235
O 3.3792 -0.8533 -0.4549
H 2.8281 -1.3236 -2.5434
H 2.6382 -2.5312 -3.5059
O 3.0171 -1.6508 -3.4709
H 0.1517 -3.2668 -1.1242
H -0.9005 -2.4808 -1.5844
O -0.8194 -3.4089 -1.1951
H -0.8760 -0.4401 -2.1807
H -2.4061 -0.6631 -2.6925
O -1.5393 -0.8132 -2.8520
H -2.9050 -3.6047 0.3339
H -1.4690 -3.7111 0.4011
O -2.2224 -3.4369 1.0408
H 3.9545 1.3035 0.7496
H 3.8910 2.7045 1.0265
O 4.5524 2.0037 0.8371
H -1.2165 -3.9211 2.7025
H -2.1447 -3.1454 3.5052
O -1.5352 -3.8157 3.6824
H 1.4776 1.7845 -2.4598
H 0.9809 0.9300 -1.3835
O 0.7095 1.8084 -1.9220
H -0.9179 0.2973 -0.5942
H 0.4310 0.3775 0.2809
O 0.7942 -0.1182 -0.3687
*
```

Output
HOMO energy (alpha / beta)   -10.3 / -10.3 eV
Relative energy (zero: lowest compared OMol25 entry of this formula, charge and spin)   7.4721 eV
Strongest force on any atom   6.47 eV/Å
⟨S²⟩   0.755
Kohn-Sham gap (alpha / beta)   9.76 / 3.72 eV
LUMO energy (alpha / beta)   -0.571 / -6.608 eV
E   -33803.6102 eV

=====

Here is 12 unconnected molecules or ions with the total composition C5H32NO13 at a distorted geometry from the Open Molecules 2025 dataset. Energies are from the ωB97M-V functional and the def2-TZVPD basis.

Geometry as ORCA input:
```
! RIJCOSX wB97M-V def2-TZVPD def2/J DEFGRID3
* xyz 0 2
C -1.1095 -0.1539 -0.2841
N -0.0201 0.7365 -0.6972
C 0.9414 0.9971 0.3682
O 0.6341 0.8576 1.5623
O 2.0063 1.4085 -0.1069
C -2.3215 0.0686 -1.2335
C -2.6939 1.5609 -1.1167
C -2.9519 2.1408 0.3514
H -1.3320 0.0183 0.7824
H -0.7995 -1.2115 -0.2613
H 0.2340 0.9204 -1.6607
H -3.0925 -0.5672 -0.7090
H -2.0187 -0.2412 -2.2287
H -1.9807 2.3075 -1.5937
H -3.6311 1.7258 -1.6229
H -2.0815 2.6163 0.7877
H -3.4644 1.3504 0.9270
H -3.5701 2.9809 0.0297
H -0.0857 -0.0342 4.2904
H -1.0536 -0.3427 3.2237
O -0.7890 -0.6777 4.0914
H 1.4805 1.6590 -3.8842
H 2.6370 1.1488 -3.0352
O 2.0777 0.9075 -3.8064
H 1.5857 -2.1670 2.6346
H -0.0216 -1.9277 3.1094
O 0.6417 -2.3666 2.5567
H -2.2974 -1.1850 -4.2889
H -0.8385 -0.9985 -4.5390
O -1.5739 -1.5657 -4.8017
H 2.7789 2.8105 1.6038
H 3.8167 1.8516 2.0622
O 3.4553 2.7178 2.3004
H -1.9732 -3.1890 -1.4682
H -2.7180 -2.7159 -0.3211
O -2.8206 -2.7347 -1.2853
H 2.1929 -0.5210 2.2415
H 3.1738 -0.1905 3.4698
O 2.8023 -0.8669 2.9020
H -0.3382 -2.7913 -1.6458
H -0.5751 -2.3564 -3.1141
O -0.4399 -3.1301 -2.5568
H 4.6117 1.6624 -1.7382
H 3.1226 2.0472 -1.3148
O 3.7815 2.0460 -2.0250
H -0.3404 -3.9557 0.3700
H 0.4876 -2.7895 0.7988
O -0.2008 -3.0306 0.1343
H 1.0568 1.4566 3.0839
H 2.2333 2.0360 3.6680
O 1.3813 1.6778 3.9898
*
```

Output
HOMO energy (alpha / beta)   -11.0 / -11.0 eV
Relative energy (zero: lowest compared OMol25 entry of this formula, charge and spin)   1.0954 eV
Strongest force on any atom   3.82 eV/Å
⟨S²⟩   0.758
Kohn-Sham gap (alpha / beta)   10.70 / 6.28 eV
LUMO energy (alpha / beta)   -0.326 / -4.743 eV
E   -33809.9869 eV